Density functional theory data (ωB97M-V/def2-TZVPD) for a 9-piece molecular cluster, C32H87N5O9 overall at a distorted geometry.

```
133
Properties=species:S:1:pos:R:3:forces:R:3:lowdin_charge:R:1
C -4.758 -3.846 6.178 0.5232 2.7741 0.2220 -0.131
O -4.231 -3.639 4.900 1.4784 -0.7476 -1.6087 -0.230
C -2.975 -4.361 4.623 -0.8965 -0.2123 1.1076 -0.191
C -2.463 -4.114 3.225 0.9584 2.4994 -0.4230 -0.380
C -1.051 -4.772 2.991 -1.4551 0.0663 0.8241 -0.050
N -2.256 -2.598 3.144 -0.7917 -0.8964 0.8965 0.027
H -5.711 -3.247 6.157 0.9673 -0.5936 0.5373 0.107
H -4.021 -3.479 6.979 -1.1268 -0.4039 -0.8238 0.111
H -4.968 -4.855 6.315 -0.4793 -1.9733 0.5582 0.051
H -2.255 -3.969 5.347 0.2679 -0.0486 -0.0221 0.120
H -3.080 -5.456 4.814 -0.2307 0.6046 -0.1053 0.135
H -3.255 -4.321 2.505 0.2091 -0.8349 -0.1852 0.128
H -0.518 -4.714 3.949 0.0653 0.1214 -0.2878 0.074
H -0.474 -4.251 2.232 -0.1606 0.0691 -0.0588 0.063
H -1.140 -5.824 2.744 -0.0044 -0.2068 -0.1869 0.063
H -3.090 -2.207 3.621 0.7428 -0.1549 -0.6147 0.041
H -2.274 -2.253 2.186 -0.1318 -0.2012 -0.0071 0.037
C -2.942 -2.007 -3.597 1.3555 1.1419 -2.2989 -0.068
O -2.175 -0.894 -3.118 -0.8410 -1.3119 1.1078 -0.231
C -1.205 -0.389 -3.976 -0.5448 -1.3472 -1.8979 -0.242
C -0.823 1.000 -3.529 -0.1907 -0.8413 1.3094 -0.478
C -2.035 1.936 -3.491 2.0972 0.6237 1.9028 -0.025
N 0.243 1.441 -4.367 -0.0603 1.5706 -0.3710 0.045
H -3.672 -2.303 -2.920 -1.1681 -0.1611 1.5369 0.049
H -2.374 -2.897 -3.898 0.4762 0.2410 0.3091 0.091
H -3.441 -1.669 -4.523 -0.1017 -0.1425 0.1830 0.096
H -0.311 -1.110 -4.035 -0.9173 1.0245 0.0669 0.140
H -1.682 -0.348 -5.046 0.9508 0.0828 1.3993 0.154
H -0.415 0.925 -2.502 -0.1611 -0.1100 -0.2720 0.127
H -2.876 1.476 -2.999 -0.2582 -0.1505 -0.0051 0.061
H -2.231 2.212 -4.477 -0.8306 0.6051 -1.7131 0.054
H -1.719 2.849 -2.906 -0.5745 -0.8568 -0.8130 0.075
H -0.137 1.703 -5.279 0.6901 -0.4457 0.1254 0.082
H 0.972 0.745 -4.370 0.1663 0.0361 -0.4976 0.063
C 2.179 -4.025 -3.702 -1.4517 0.3033 0.2369 -0.121
O 3.074 -3.144 -4.314 0.5375 -0.3980 0.6914 -0.210
C 4.412 -3.169 -3.812 -1.5125 -0.0230 -1.4742 -0.219
C 4.991 -1.860 -4.236 1.6118 1.2086 -0.0417 -0.424
C 4.959 -1.635 -5.802 -0.6783 -1.3401 0.6507 -0.043
N 6.414 -2.070 -3.882 0.0299 -0.3067 0.5599 0.019
H 1.251 -3.710 -4.198 -0.1929 -0.6897 0.3063 0.092
H 1.994 -3.903 -2.598 0.6567 0.2442 -0.8074 0.076
H 2.357 -5.094 -3.862 0.2747 0.0808 -0.2895 0.088
H 4.390 -3.229 -2.726 0.2330 -0.3616 0.0847 0.100
H 4.973 -3.973 -4.322 -0.1033 0.0335 0.5764 0.143
H 4.532 -1.046 -3.569 0.3006 -0.7520 -1.4136 0.122
H 5.593 -2.485 -6.210 -0.6897 1.1587 0.2968 0.094
H 5.368 -0.667 -6.108 0.0438 -0.2087 0.1791 0.061
H 3.922 -1.746 -6.218 0.9411 0.2024 0.4775 0.078
H 7.001 -1.255 -3.843 -0.0902 0.4615 -0.1097 0.061
H 6.461 -2.506 -2.958 0.1554 0.2600 -0.2809 0.072
C -7.007 -0.586 -2.668 0.4469 0.3254 1.0744 -0.087
O -5.971 -1.197 -1.948 -0.2801 -1.7209 0.4391 -0.196
C -5.036 -0.445 -1.242 0.4635 0.6547 -1.3053 -0.244
C -4.513 -1.237 -0.063 -0.0122 1.1508 1.3546 -0.390
C -5.530 -0.931 1.142 1.4806 -1.1158 0.0479 -0.024
N -3.146 -0.855 0.276 0.8616 0.8982 0.3696 0.041
H -6.651 0.401 -2.878 -0.4102 1.0216 -0.4479 0.079
H -7.971 -0.580 -2.120 0.4933 0.0850 -0.1969 0.098
H -7.086 -1.136 -3.572 -0.4216 -0.4013 -0.9133 0.074
H -4.276 -0.015 -1.961 -0.1415 -0.9005 0.7329 0.118
H -5.465 0.437 -0.815 -0.7313 0.8994 0.3152 0.108
H -4.460 -2.287 -0.211 -0.5200 -0.9916 -0.6165 0.119
H -5.388 -1.592 2.061 -0.0708 0.7390 -1.3147 0.091
H -6.514 -1.103 0.714 -0.2190 0.0369 0.2187 0.067
H -5.434 0.116 1.475 -0.0127 -0.3244 -0.2174 0.064
H -2.469 -0.775 -0.531 -1.3792 -0.0239 1.0492 0.087
H -3.196 0.024 0.810 0.4524 -0.5716 -0.5113 0.051
C 8.096 1.919 -1.142 -1.0049 2.5876 0.1235 -0.109
O 6.954 1.181 -0.719 0.7104 -0.6301 -0.0579 -0.210
C 5.853 1.937 -0.239 0.2629 0.1746 -0.2268 -0.190
C 5.026 2.636 -1.344 0.0950 0.9786 0.5170 -0.438
C 3.775 3.226 -0.687 0.5476 -0.1159 0.7289 -0.063
N 4.587 1.748 -2.389 -1.4809 0.1238 -1.7602 0.028
H 8.723 2.413 -0.303 -1.1977 -0.8354 -0.9711 0.111
H 7.693 2.747 -1.823 0.8982 -0.6846 0.8539 0.093
H 8.763 1.345 -1.758 0.0426 -0.7528 -0.0156 0.068
H 5.244 1.260 0.402 0.2120 0.2707 -0.7801 0.136
H 6.229 2.718 0.424 -0.0359 0.2119 0.1260 0.122
H 5.605 3.484 -1.819 -0.2421 -0.6369 0.8065 0.139
H 4.027 3.964 0.097 -0.1171 -0.0842 -0.5840 0.081
H 3.175 2.455 -0.196 0.1281 -0.1805 -0.1453 0.071
H 3.167 3.638 -1.468 -0.4562 0.6213 -0.2102 0.072
H 5.356 1.331 -2.880 0.4497 -0.2093 -0.1484 0.070
H 4.012 2.270 -3.127 1.1729 -0.8072 1.4566 0.135
C 2.351 4.076 2.847 -0.0436 1.6689 -2.6029 -0.089
C 1.168 4.341 3.699 -0.6649 -1.1426 1.9856 -0.503
C 0.966 3.211 4.757 -0.2367 0.5450 -1.8997 -0.041
O 1.292 5.530 4.530 -0.0470 0.2834 -2.0764 -0.064
H 2.312 3.076 2.390 0.3045 0.2765 0.4052 0.076
H 3.217 4.319 3.412 1.1169 -0.4606 0.5190 0.069
H 2.394 4.827 1.957 -0.1999 -1.1570 1.2637 0.107
H 0.277 4.319 3.067 -0.2718 0.6004 0.1906 0.115
H 1.867 3.092 5.334 0.2939 -0.0738 0.3705 0.074
H 0.736 2.277 4.202 -0.0414 0.3990 0.6112 0.078
H 0.141 3.578 5.351 -0.1944 -0.4700 0.4225 0.068
H 1.368 6.270 3.886 -0.0390 -0.4480 0.8504 0.099
C 3.669 -1.566 -0.938 2.7604 2.5040 0.6479 -0.073
C 2.426 -1.163 -1.612 -2.0736 -0.5709 0.2316 -0.541
C 1.204 -1.722 -0.849 0.0984 -1.1141 0.0068 -0.035
O 2.239 0.224 -1.752 0.0656 0.6111 0.3392 -0.068
H 3.714 -1.062 0.041 -0.0245 -0.0265 -0.1113 0.091
H 4.556 -1.120 -1.516 -0.9549 -0.8277 0.8284 0.091
H 3.854 -2.590 -0.716 -0.2405 -0.9671 -0.2836 0.072
H 2.453 -1.543 -2.606 -0.2749 -0.8109 -0.9517 0.095
H 1.170 -2.863 -1.023 0.1717 1.6539 0.8228 0.085
H 0.259 -1.378 -1.290 0.2200 0.2445 0.1715 0.055
H 1.254 -1.432 0.256 -0.1295 -0.5762 -1.4563 0.104
H 3.040 0.624 -2.143 0.0985 0.0163 0.3623 0.030
C -1.403 3.524 -0.339 0.3403 -1.2233 -1.2737 -0.068
C -1.688 2.276 0.479 1.7005 1.7590 2.7833 -0.413
C -0.381 1.805 1.215 -0.1565 1.4705 -0.2530 -0.031
O -2.629 2.805 1.502 0.1463 -1.4006 -1.2655 -0.080
H -2.347 3.773 -0.797 -0.2195 0.4976 -0.3129 0.074
H -0.687 3.265 -1.141 -0.2061 0.2302 0.2536 0.076
H -1.005 4.379 0.196 -0.0820 -0.1605 0.4878 0.081
H -2.020 1.433 -0.106 -0.8353 0.0802 -0.2639 0.097
H 0.277 1.450 0.424 0.2514 -0.4277 0.0204 0.057
H -0.521 1.021 1.999 0.0238 0.7416 -0.5877 0.087
H 0.131 2.759 1.590 -0.7761 -1.5181 -0.0184 0.070
H -3.199 2.062 1.738 0.1025 -0.0050 0.2442 0.035
C -3.242 2.599 5.533 -0.3239 1.2516 0.4678 -0.073
C -3.016 1.611 4.459 1.5220 -0.1829 -0.7175 -0.504
C -2.665 0.182 4.898 -0.4560 0.6263 0.0464 -0.036
O -4.144 1.464 3.599 0.1058 0.2983 -0.5394 -0.061
H -4.137 2.498 6.089 -1.1063 -0.8259 0.6807 0.067
H -3.366 3.627 5.156 0.6059 -0.2189 -0.1542 0.092
H -2.425 2.537 6.232 0.4298 0.3164 0.2549 0.078
H -2.099 2.095 3.925 -1.3812 -1.3077 0.1808 0.142
H -1.795 0.197 5.559 -0.1267 -0.2383 -0.1064 0.087
H -2.470 -0.361 3.998 0.7153 -0.2694 -0.4412 0.028
H -3.503 -0.398 5.329 0.1883 0.7251 0.2779 0.092
H -4.295 2.313 3.169 -0.2293 0.1378 0.2608 0.079
```
Positions in Å, forces in eV/Å.

## Properties
energy relative to the best compared isomer or geometry (same formula, charge and spin): 248.8 kJ/mol
Kohn-Sham gap: 0.3415 Ha
2S+1: 1
structure (SMILES): COC[C@H](C)N.COC[C@H](C)N.COC[C@H](C)N.COC[C@H](C)N.COC[C@H](C)N.CC(C)O.CC(C)O.CC(C)O.CC(C)O